# 1
DFT (ωB97M-V/def2-TZVPD) results for a structure of composition C4H10AlO2 at a distorted geometry.

Structure (ORCA input):
```
! RIJCOSX wB97M-V def2-TZVPD def2/J DEFGRID3
* xyz 3 1
Al -13.21 8.74 18.15
C -9.52 7.78 17.49
O -10.29 8.97 17.73
C -9.52 10.13 17.75
C -10.47 11.35 17.37
O -11.52 11.41 18.24
C -11.25 12.13 19.44
H -8.70 7.66 18.21
H -9.13 7.85 16.44
H -10.16 6.90 17.41
H -8.73 10.04 17.00
H -9.00 10.19 18.73
H -10.70 11.20 16.30
H -9.90 12.29 17.37
H -12.17 12.46 19.96
H -10.66 13.04 19.24
H -10.76 11.53 20.24
*
```

Properties
ΔE to the lowest compared entry with this formula, charge and spin   14.14 kcal/mol
HOMO level   -24.14 eV
HOMO-LUMO gap   4.667 eV
E_tot   -14960.7648 eV



# 2
DFT (ωB97M-V/def2-TZVPD) results for a structure of composition C4H10BBeF12N2O11S4 at a distorted geometry.

Structure (ORCA input):
```
! RIJCOSX wB97M-V def2-TZVPD def2/J DEFGRID3
* xyz -1 1
Be 20.58 -7.06 4.36
C 17.71 -12.26 5.85
F 17.38 -13.46 5.45
F 17.24 -12.10 7.10
F 19.10 -12.11 5.77
S 17.00 -10.82 4.79
O 17.86 -10.83 3.56
O 15.68 -11.21 4.50
N 17.28 -9.34 5.63
S 15.94 -9.07 6.29
O 15.00 -8.29 5.44
O 15.26 -10.19 6.99
C 16.61 -7.86 7.72
F 15.64 -7.23 8.26
F 17.20 -8.58 8.72
F 17.49 -6.93 7.28
C 25.03 -3.81 6.98
F 25.01 -5.15 6.99
F 25.68 -3.29 8.02
F 25.60 -3.40 5.83
S 23.18 -3.13 6.98
O 22.47 -3.96 7.97
O 23.19 -1.69 7.30
N 22.44 -3.46 5.39
S 22.76 -2.28 4.48
O 23.90 -1.38 4.83
O 22.87 -2.69 3.10
C 21.05 -1.26 4.51
F 20.24 -1.60 3.51
F 20.44 -1.31 5.67
F 21.17 0.00 4.22
B 20.30 -7.25 0.41
H 20.73 -6.31 0.75
H 20.31 -7.22 -0.67
H 20.80 -8.09 0.85
H 19.26 -7.33 0.69
O 23.74 -9.23 3.54
H 23.66 -9.98 2.94
H 24.66 -8.99 3.49
O 21.49 -8.30 7.89
H 21.23 -7.62 8.52
H 22.18 -8.78 8.34
O 17.39 -5.09 3.25
H 16.63 -5.67 3.27
H 17.23 -4.51 2.51
*
```

Properties
ΔE to the lowest compared entry with this formula, charge and spin   0.00 kcal/mol
HOMO level   -7.60 eV
HOMO-LUMO gap   2.545 eV
E_tot   -106826.9270 eV



# 3
DFT (ωB97M-V/def2-TZVPD) results for an isolated molecule of C4H10BN at a distorted geometry.

Structure (ORCA input):
```
! RIJCOSX wB97M-V def2-TZVPD def2/J DEFGRID3
* xyz 0 1
B 0.60 -0.96 -1.09
C 0.79 0.61 -0.75
C 1.05 0.81 0.70
C -0.20 1.46 1.34
C -1.65 -2.23 -0.67
N -0.51 -1.66 -0.82
H 1.36 -1.66 -1.69
H 1.72 1.04 -1.27
H -0.24 1.07 -1.11
H 1.37 -0.12 1.27
H 2.01 1.54 0.80
H -0.81 2.23 0.72
H -1.00 0.79 1.57
H -2.34 -1.90 -1.34
H -1.95 -2.94 0.08
H -0.20 1.93 2.25
*
```

Properties
ΔE to the lowest compared entry with this formula, charge and spin   49.92 kcal/mol
SMILES   C=NBCCC
HOMO level   -9.51 eV
HOMO-LUMO gap   10.230 eV
E_tot   -6474.9612 eV